[1]
88
Properties=species:S:1:pos:R:3:forces:R:3:mulliken_charge:R:1 method="wB97M-V/def2-TZVPD" e_tot_ev=-236903.65098 spin_multiplicity=4 s_squared=3.7598 charge=+1 lumo_ev="-2.49 / -2.54" fmax_ev_per_a=1.346 homo_lumo_gap_ev="6.4 / 7.1"
V 0.734357 -0.409659 0.423526 -1.17 0.21 0.63 -0.209
C 1.995763 -0.651115 3.141445 -0.03 0.00 -0.06 -0.571
N 2.470500 -0.572401 1.745972 0.02 -0.18 0.19 0.776
C 3.513478 0.461113 1.675960 -0.05 -0.03 -0.07 -1.154
C 3.047981 -1.883652 1.341424 -0.10 0.00 0.07 -1.163
C 1.985744 -2.979055 1.250390 -0.08 0.08 0.03 -1.077
N 0.853789 -2.409819 0.540766 0.09 -0.50 -0.25 1.695
C -0.175224 -3.140162 0.065953 0.63 0.03 0.09 -0.353
C -1.127749 -2.489669 -0.735393 -0.24 0.06 -0.13 0.230
F -0.947074 -1.134701 -0.959721 0.12 -0.11 0.00 -0.150
C -2.209771 -3.108724 -1.313455 0.01 -0.02 0.05 0.015
F -3.053465 -2.366049 -2.050390 -0.01 -0.02 0.01 -0.334
C -2.433334 -4.459935 -1.135262 0.05 0.08 -0.03 -0.712
C -1.509776 -5.132940 -0.351149 0.04 -0.07 0.12 0.272
F -1.675830 -6.442804 -0.128630 -0.03 0.03 -0.01 -0.365
C -0.424620 -4.515340 0.237071 -0.23 -0.05 0.03 0.379
F 0.385520 -5.246465 1.028028 0.01 -0.02 -0.03 -0.413
H 2.813957 -0.959152 3.801620 0.00 0.00 0.04 0.380
H 1.180266 -1.367393 3.207973 0.01 -0.01 0.03 0.026
H 1.621070 0.326913 3.435320 0.00 -0.02 0.00 -0.138
H 4.344595 0.215197 2.346240 0.02 0.01 -0.02 0.399
H 3.090765 1.420380 1.974529 0.00 -0.01 -0.01 0.161
H 3.894792 0.529944 0.656366 0.01 0.02 0.01 0.325
H 3.832844 -2.164877 2.054120 0.03 -0.03 -0.04 0.508
H 3.509782 -1.745740 0.362132 0.01 0.04 0.01 0.342
H 1.720382 -3.332650 2.253903 -0.01 -0.01 -0.01 0.337
H 2.425806 -3.834490 0.728417 0.03 0.00 0.03 0.557
H -3.271412 -4.967731 -1.585601 -0.02 -0.01 0.00 0.537
Se 0.151489 3.770161 -1.684031 -0.15 -0.13 0.14 -0.099
Se 1.219282 2.265382 -0.296134 0.56 -0.22 -0.38 0.158
C 1.971289 1.076859 -1.663318 -0.12 -0.01 0.08 0.533
C 2.549281 1.464168 -2.856531 -0.05 0.13 0.08 -0.754
C 2.981380 0.471941 -3.721005 0.06 -0.02 -0.10 -0.418
C 2.823849 -0.862615 -3.375190 -0.04 0.00 0.08 -1.028
C 2.247969 -1.163038 -2.156346 0.05 0.01 0.05 -0.301
N 1.837560 -0.208761 -1.312166 0.33 0.41 -0.51 0.878
C -1.548956 2.882317 -1.977686 0.14 0.21 -0.05 0.546
C -2.447971 3.575642 -2.780979 -0.09 -0.07 -0.01 -0.946
C -3.680607 2.992894 -3.005118 -0.03 0.02 -0.01 -0.435
C -3.958467 1.760986 -2.427275 0.05 0.00 0.03 -1.076
C -2.981400 1.162919 -1.651856 0.00 0.05 -0.06 -0.073
N -1.783424 1.715475 -1.424478 -0.05 -0.09 0.05 0.241
H 2.641512 2.512036 -3.104205 0.01 0.00 -0.01 0.503
H 3.439403 0.742416 -4.663264 -0.01 -0.01 -0.01 0.438
H 3.134187 -1.660526 -4.033455 0.02 0.01 -0.02 0.474
H 2.085471 -2.178059 -1.815194 0.02 -0.01 -0.04 0.420
H -2.195324 4.532752 -3.217997 0.03 0.01 0.02 0.425
H -4.413421 3.494161 -3.623641 -0.01 -0.01 0.00 0.408
H -4.908985 1.270309 -2.579126 0.00 -0.01 -0.01 0.475
H -3.150814 0.196302 -1.199511 0.00 -0.09 0.04 0.368
O -0.894681 -0.592830 1.853970 0.07 0.19 -0.02 -0.064
S -2.369381 -0.874114 1.623868 0.49 0.18 -0.46 0.728
C -3.156352 0.273525 2.741778 -0.26 -0.03 0.30 -0.996
C -2.749364 1.699648 2.357653 -0.07 0.04 -0.07 0.539
C -2.723264 2.651867 3.552191 -0.06 0.00 0.13 -1.363
C -1.522268 2.502081 4.477779 -0.07 0.03 0.04 -0.803
S 0.114818 3.019479 3.889237 0.25 -0.22 -0.08 -0.057
O 0.449661 2.233827 2.653511 -0.13 0.08 0.09 -0.559
C -0.256579 4.675879 3.360542 -0.08 0.11 -0.14 0.647
C -0.117092 5.709507 4.273046 -0.08 0.05 0.04 -0.512
C -0.378818 7.012145 3.868332 0.01 -0.05 0.01 -0.579
C -0.750413 7.267079 2.556682 0.00 -0.03 -0.03 -0.565
C -0.860322 6.225081 1.642224 -0.01 0.07 0.01 -0.694
C -0.612956 4.922546 2.040445 0.05 -0.05 0.10 -0.138
C -2.663509 -2.438792 2.380926 -0.19 -0.05 0.19 0.464
C -3.755047 -3.173949 1.942680 0.06 -0.07 0.02 -0.658
C -3.993207 -4.419357 2.507016 0.00 0.02 -0.02 -0.762
C -3.136359 -4.912138 3.479890 0.01 0.00 -0.01 -0.492
C -2.037804 -4.168948 3.895883 0.05 0.02 0.02 -0.804
C -1.792633 -2.919956 3.348954 -0.11 -0.06 -0.05 -0.305
H -2.880318 -0.021182 3.758282 0.12 0.11 -0.05 0.544
H -4.232217 0.117836 2.627763 0.00 -0.02 0.09 0.496
H -3.468349 2.074676 1.626392 0.05 0.00 -0.04 0.462
H -1.767574 1.691808 1.884191 0.03 0.00 -0.01 -0.374
H -3.622717 2.499004 4.157721 0.01 0.01 0.01 0.445
H -2.780092 3.682996 3.202990 0.04 0.03 -0.06 0.490
H -1.362599 1.468226 4.796229 0.01 -0.01 -0.04 0.431
H -1.658471 3.095981 5.385721 -0.01 -0.01 0.01 0.601
H 0.198256 5.501719 5.288508 0.01 0.00 0.01 0.455
H -0.275513 7.826145 4.572488 0.00 0.01 0.01 0.404
H -0.940686 8.283488 2.239855 -0.01 0.01 0.00 0.401
H -1.135399 6.431228 0.616083 0.01 -0.01 -0.01 0.446
H -0.670556 4.101275 1.337472 -0.03 -0.02 0.00 0.229
H -4.393922 -2.792158 1.155401 -0.02 0.01 0.00 0.422
H -4.835761 -5.009382 2.173570 -0.01 -0.01 0.00 0.424
H -3.317050 -5.888188 3.909069 0.00 -0.01 0.00 0.411
H -1.366514 -4.568832 4.643899 0.00 -0.01 0.00 0.436
H -0.933883 -2.331165 3.639308 0.03 0.02 0.01 0.210

***

[2]
14
Properties=species:S:1:pos:R:3:forces:R:3:mulliken_charge:R:1 method="wB97M-V/def2-TZVPD" e_tot_ev=-8369.14217 spin_multiplicity=2 s_squared=0.7712 charge=-1 lumo_ev="3.38 / 3.29" fmax_ev_per_a=2.479 homo_lumo_gap_ev="2.6 / 5.6"
C 1.392235 -0.331673 -0.965609 -0.70 -0.68 0.47 -0.990
C 0.329700 -0.151242 -0.050108 0.93 -0.96 1.16 -0.198
C 0.125783 1.169543 0.462214 -1.97 -1.50 0.05 -0.300
C -1.046747 1.689105 0.935788 -0.64 0.10 0.18 -0.552
O -1.167627 2.926367 1.637463 -1.33 1.28 -1.04 -0.536
H 1.752576 -1.351643 -1.045803 0.36 0.11 -0.49 0.199
H 1.864123 0.504057 -1.502040 -0.24 -0.47 0.26 0.276
H -0.009429 -1.097988 0.568447 0.22 1.95 -1.51 0.138
H 1.005660 1.714204 0.325929 1.13 1.67 0.01 0.353
H -2.012366 1.184229 0.940997 0.33 -0.42 -0.16 0.334
H -1.938116 3.407954 1.183349 1.89 -1.04 1.07 0.300
H 0.587356 -4.758943 -0.917769 -0.51 -1.23 0.54 0.312
H -0.264905 -4.288218 -2.236961 0.52 -0.47 1.09 0.310
O 0.443786 -4.122374 -1.588695 0.01 1.65 -1.63 -0.645

***

[3]
70
Properties=species:S:1:pos:R:3:forces:R:3:mulliken_charge:R:1 method="wB97M-V/def2-TZVPD" e_tot_ev=-65601.36273 lumo_ev=-0.13 fmax_ev_per_a=5.350 homo_lumo_gap_ev=8.5
C 0.984340 -1.507544 6.160838 0.07 -0.03 0.43 -1.457
C 0.734183 -1.611254 4.690118 0.26 -0.56 -0.34 1.070
C 1.807277 -1.825448 3.829415 0.53 0.02 -0.50 -1.045
C 1.630940 -1.949412 2.453129 -0.74 0.45 -0.13 -0.657
C 0.361673 -1.828792 1.819791 1.17 0.62 2.10 0.630
C 0.345349 -1.820483 0.285445 2.43 -4.62 -1.20 2.228
C -1.053543 -2.179394 -0.178230 -1.65 0.94 -1.05 -0.121
C -1.300275 -3.235612 -1.054131 -0.50 -0.12 -0.27 -0.051
C -2.579119 -3.509909 -1.575731 0.53 -0.36 0.03 -1.263
C -3.687108 -2.750329 -1.233780 0.69 0.26 0.42 1.094
C -5.029162 -3.091360 -1.787173 -0.24 -0.16 -0.04 -1.470
C -3.485780 -1.691311 -0.338485 0.24 -0.21 0.02 -1.101
C -2.214809 -1.415918 0.171476 0.82 0.80 -0.03 -0.441
C -0.723373 -1.829796 2.752738 -0.67 0.87 -0.58 -0.441
C -0.540034 -1.669750 4.144497 0.23 -0.24 -0.42 -1.313
H 0.153539 -0.988000 6.654739 0.27 -0.11 0.02 0.387
H 1.073057 -2.521854 6.600722 -0.05 0.53 -0.14 0.276
H 1.928797 -0.969811 6.358491 -0.46 -0.21 0.00 0.359
H 2.832270 -1.868029 4.236199 -0.60 0.00 -0.25 0.312
H 2.492700 -2.069069 1.816961 0.18 -0.05 0.10 0.409
H 1.034360 -2.817456 0.051446 -2.08 2.05 0.87 -0.408
H -0.484026 -3.846471 -1.409851 0.08 -0.06 0.06 0.253
H -2.727213 -4.350923 -2.278831 0.31 0.51 0.47 0.338
H -5.811847 -2.568271 -1.231299 -0.02 -0.12 -0.19 0.357
H -5.107529 -2.839797 -2.853773 -0.01 0.00 0.26 0.288
H -5.176290 -4.173497 -1.687085 -0.20 0.22 -0.08 0.374
H -4.355486 -1.095813 -0.044436 0.43 -0.04 -0.01 0.297
H -2.094933 -0.517131 0.820594 -0.09 -0.82 -0.60 0.518
H -1.785448 -1.843868 2.433853 1.02 -0.09 0.05 0.496
H -1.384016 -1.610394 4.848362 0.18 -0.05 -0.69 0.334
C -0.231217 3.216785 -0.840320 0.00 -0.22 0.00 -0.586
C 0.440804 2.712363 0.263085 0.07 -0.40 -0.08 -0.840
C 0.837731 1.385860 0.286939 -0.12 -0.59 0.00 -0.198
C 0.643824 0.537012 -0.812295 -0.79 0.30 -0.25 -0.551
C 1.234186 -0.883106 -0.749742 0.27 2.84 -0.45 0.513
S 1.483386 -1.396729 -2.591029 -2.65 -2.03 -1.15 1.773
C 2.495025 -2.868970 -2.814964 -0.29 -0.26 -0.05 0.735
C 3.304287 -2.937069 -3.950220 0.27 -0.05 0.27 -0.521
C 4.085580 -4.079460 -4.152776 -0.14 -0.27 0.21 -0.786
C 4.003537 -5.157919 -3.258347 0.04 0.07 -0.08 -0.469
C 3.122139 -5.096459 -2.174484 -0.03 0.09 -0.07 -1.341
C 2.351578 -3.955842 -1.967331 0.16 -0.22 -0.16 -0.039
O 0.127214 -1.785070 -3.002493 1.46 0.53 0.33 -0.729
O 2.174933 -0.392678 -3.360984 -0.32 0.38 0.89 -0.673
S 3.118868 -0.471891 -0.476987 1.22 0.68 3.30 1.591
C 3.994481 0.903737 -1.367931 0.13 0.53 -0.30 0.149
C 4.659637 0.691851 -2.582622 -0.54 -0.16 -0.09 -0.029
C 5.308731 1.750102 -3.234623 -0.16 -0.54 0.41 -0.776
C 5.384561 3.006277 -2.639365 -0.21 -0.44 0.30 -0.425
C 4.823631 3.195143 -1.375772 0.08 -0.42 0.06 -0.716
C 4.168037 2.139984 -0.725579 -0.82 0.08 0.00 -0.241
O 3.236660 -0.029536 0.925679 -0.14 -0.63 -1.72 -0.685
O 3.783748 -1.679888 -0.887768 0.25 -0.14 -0.05 -0.693
C -0.144557 1.017162 -1.863076 -0.33 0.42 0.06 -0.283
C -0.573150 2.351604 -1.873576 0.14 -0.09 -0.09 -0.919
H -0.519407 4.257700 -0.852958 -0.08 0.05 -0.13 0.438
H 0.677859 3.320270 1.119915 -0.12 0.23 0.11 0.480
H 1.257241 0.937447 1.175846 0.24 0.35 0.05 0.502
H 3.345579 -2.112550 -4.657336 0.02 -0.08 0.26 0.530
H 4.767165 -4.129190 -5.009677 -0.37 0.02 0.34 0.383
H 4.614536 -6.060297 -3.412298 -0.31 0.56 0.06 0.362
H 3.028019 -5.923566 -1.468958 0.08 0.16 -0.31 0.415
H 1.641245 -3.912730 -1.149480 0.29 -0.14 -0.10 0.442
H 4.617879 -0.298536 -3.034631 0.00 0.33 0.03 0.350
H 5.741008 1.560867 -4.213922 0.04 0.08 0.22 0.386
H 5.909689 3.807345 -3.140643 -0.09 0.09 -0.01 0.395
H 4.900230 4.165119 -0.886127 -0.01 -0.28 -0.05 0.386
H 3.729547 2.301747 0.262143 0.13 -0.11 -0.36 0.423
H -0.511924 0.360149 -2.642217 0.33 0.07 -0.03 0.575
H -1.163393 2.720650 -2.716381 0.17 -0.20 0.29 0.423